1.
ORCA calculation (wB97M-V/def2-TZVPD) on 2 unconnected molecules or ions with the total composition C2H8NS at a distorted geometry.

Last column: Mulliken charge in e.
CARTESIAN COORDINATES (ANGSTROEM)
S1 -0.88690 -0.68293 0.66603  -0.74
N1 2.52913 0.46349 1.58732  -0.69
C1 -0.80147 0.50945 -0.76461  -0.45
C2 -0.42103 0.07599 -2.19091  -0.92
H1 -1.18652 0.02018 -2.96070  0.26
H2 3.20294 0.84750 0.93312  0.19
H3 1.63934 0.05149 1.30715  0.23
H4 -1.82988 0.86713 -0.69682  0.19
H5 0.37874 0.68903 -2.64420  0.27
H6 2.26514 1.39645 1.92688  0.20
H7 -0.01531 1.28416 -0.57003  0.19
H8 0.06954 -0.90843 -2.17015  0.27

Properties
2S+1: 1
Lowest unoccupied orbital energy, eV: 4.35
E_tot, Eh: -533.9429
Charge: -1
E_HOMO, eV: -2.386
Orbital gap, eV: 6.7
Max |F|, hartree/bohr: 0.048
Energy above the lowest of the compared OMol25 structures with the same formula, charge and spin, kJ/mol: 73.97

2.
ORCA calculation (wB97M-V/def2-TZVPD) on a molecular structure, C23H41NO2P2V at a distorted geometry.

Last column: Mulliken spin population.
CARTESIAN COORDINATES (ANGSTROEM)
V1 0.00978 -0.09336 1.89111  2.13
P1 -0.40188 1.35524 -3.59324  0.00
P2 1.89137 -0.53813 -4.25686  0.00
O1 1.34014 2.20325 3.24264  0.00
O2 2.83701 0.79148 2.50923  0.02
N1 1.63222 1.13370 2.63534  -0.05
C1 -2.28817 0.30525 0.02909  -0.02
C2 -0.47771 -0.33831 4.51329  -0.02
C3 1.15116 1.12904 -4.58186  0.00
C4 3.51713 -0.12497 -5.05417  0.00
C5 -0.57119 1.97357 0.97279  0.06
C6 -1.57608 -0.64153 3.65740  0.00
C7 0.25397 2.13688 -0.26790  0.01
C8 -0.54405 3.17019 -3.88967  0.00
C9 -2.97427 -0.18631 3.86881  0.01
C10 -0.03201 -0.98491 -0.10651  -0.09
C11 0.22910 -1.98654 3.04364  -0.05
C12 1.23849 -1.41497 -5.76588  0.00
C13 -0.50801 0.59146 5.66554  0.00
C14 1.39005 1.10412 -0.53390  -0.01
C15 -1.17122 -1.70251 2.76156  -0.18
C16 -1.62064 0.80877 -4.87313  0.00
C17 -2.08619 -2.58399 1.98732  0.00
C18 -1.25118 -0.45474 -0.81143  0.02
C19 1.18430 -0.26524 0.00586  0.15
C20 0.62350 -1.14730 4.14871  -0.02
C21 1.01987 -3.11729 2.49596  0.04
C22 1.87297 -1.29618 4.92955  -0.01
C23 -1.70839 1.17517 1.09528  0.01
H1 4.15687 -1.01461 -5.01016  0.00
H2 -3.57678 -0.28810 2.95981  0.00
H3 0.60672 -3.48558 1.55312  0.00
H4 0.94760 1.24607 -5.66327  0.00
H5 -3.47716 -0.76782 4.65846  0.00
H6 -0.27745 0.08257 6.61013  0.00
H7 -0.95529 0.20498 -1.65373  0.01
H8 -0.36983 2.18338 -1.17478  0.01
H9 2.10041 -0.83273 0.23341  0.01
H10 2.32717 1.51319 -0.13725  0.00
H11 -0.58043 3.36012 -4.97297  0.00
H12 1.03448 -3.95284 3.20841  0.00
H13 -2.33737 -3.47813 2.57697  0.00
H14 -2.62413 0.97635 -4.45716  0.00
H15 -2.99915 0.86723 4.17758  0.00
H16 -3.02506 -2.07699 1.74282  0.00
H17 2.27644 -0.32085 5.22764  0.00
H18 -2.92101 0.87106 -0.67435  0.00
H19 0.03866 -2.07755 -0.03257  0.01
H20 1.44991 -0.84766 -6.68557  0.00
H21 1.76007 -2.38082 -5.81552  0.00
H22 -0.43822 2.75240 1.73694  0.00
H23 -2.98050 -0.40638 0.50009  -0.01
H24 2.63604 -1.81665 4.34264  0.00
H25 -1.62321 -2.92088 1.05573  0.00
H26 3.36339 0.17215 -6.10311  0.00
H27 -1.50767 -0.25958 -5.09814  0.00
H28 -1.77597 -1.30392 -1.28555  0.00
H29 2.05748 -2.81034 2.31681  -0.01
H30 -1.50471 1.40184 -5.79425  0.00
H31 -1.49116 1.06257 5.76386  0.00
H32 1.54141 1.08354 -1.62580  0.01
H33 0.75233 3.12209 -0.19542  0.00
H34 -2.37324 1.40388 1.93135  0.02
H35 0.32120 3.68438 -3.45207  0.00
H36 -1.46201 3.53413 -3.41199  0.00
H37 1.69645 -1.87261 5.84847  -0.01
H38 1.86380 1.90728 -4.26622  0.00
H39 3.99295 0.69307 -4.50233  0.00
H40 0.23515 1.39160 5.52723  0.00
H41 0.16174 -1.60168 -5.67782  0.00

Properties
2S+1: 3
Lowest unoccupied orbital energy (alpha / beta), eV: -4.82 / -4.53
E_tot, Eh: -2732.5572
Charge: +1
E_HOMO (alpha / beta), eV: -11.345 / -11.349
Orbital gap (alpha / beta), eV: 6.5 / 6.8
Expectation value of S²: 2.085
Max |F|, hartree/bohr: 0.086
Energy above the lowest of the compared OMol25 structures with the same formula, charge and spin, kJ/mol: 0.00

3.
ORCA calculation (wB97M-V/def2-TZVPD) on a molecular structure, C37H57N4OPTeTi.

Last column: Mulliken charge in e.
CARTESIAN COORDINATES (ANGSTROEM)
Te1 -0.05342 -1.40066 -4.31768  0.44
Ti1 -0.04830 -1.14019 -1.44645  0.66
P1 -1.07541 4.07151 5.83319  0.03
O1 -1.81365 -2.05512 -1.26102  -0.08
N1 -1.74936 6.58306 6.86427  0.14
N2 -2.97921 4.71388 7.78177  0.14
N3 -0.66872 5.08155 8.44199  -0.03
N4 -1.44228 0.41725 -1.85572  0.78
C1 2.35459 1.06009 0.21805  -1.78
C2 1.37400 -5.77731 -1.04873  -1.60
C3 2.83679 0.04668 -0.82184  1.75
C4 1.22419 0.97461 -8.68441  -0.67
C5 1.79082 -4.64719 -3.19249  -2.03
C6 1.16640 -1.59482 0.34104  -0.94
C7 -2.70421 3.77277 6.69610  -0.65
C8 0.74693 0.36353 -6.41386  0.48
C9 0.53709 1.20237 -7.50062  -0.81
C10 2.61158 0.61390 -2.22812  -1.23
C11 -0.54724 -4.86282 -2.43982  -1.33
C12 -0.27484 -3.49094 1.21685  1.93
C13 -0.96025 -2.38964 2.04803  -1.78
C14 2.05010 -1.24221 -0.70162  -0.84
C15 -3.38727 2.18919 -2.73819  -0.52
C16 -3.05158 6.09787 7.31717  -0.86
C17 2.29591 -0.95083 -7.71465  -0.87
C18 -0.80299 6.52211 7.91899  -0.76
C19 1.62670 -0.71327 -6.52112  0.50
C20 -1.29452 5.91586 5.64455  -0.65
C21 0.89085 -4.62569 -1.95080  1.11
C22 1.06460 -3.30360 -1.19650  1.12
C23 -2.06732 4.60044 8.86222  -0.76
C24 -1.13704 1.71083 -2.12278  -0.40
C25 0.55685 -2.86033 0.08561  0.18
C26 0.76164 -4.18918 2.12714  -1.54
C27 2.10034 -0.09671 -8.79073  -0.71
C28 -2.07559 2.61756 -2.55173  -0.97
C29 1.83105 -1.61886 -5.33037  -0.83
C30 1.95103 -2.28040 -1.66117  0.27
C31 -3.71587 0.87288 -2.45349  -0.87
C32 -0.06840 4.17701 7.40455  -0.65
C33 -2.72767 0.02449 -1.99402  0.37
C34 -3.05989 -1.39108 -1.61982  -0.80
C35 0.03750 0.59554 -5.10227  -0.71
C36 4.32406 -0.26359 -0.60964  -1.73
C37 -1.36269 -4.50547 0.84441  -1.75
H1 3.02905 -0.03018 -3.00117  0.24
H2 -0.25440 -1.79570 2.62705  0.45
H3 2.61965 -0.28072 -9.72118  0.45
H4 0.25415 -4.56312 3.01687  0.49
H5 -3.39864 6.72842 8.13642  0.32
H6 0.93138 4.54963 7.17868  0.45
H7 -4.72975 0.51228 -2.57268  0.57
H8 -0.97202 0.98447 -5.21672  0.64
H9 1.53586 0.74877 -2.44992  -0.23
H10 -0.35157 6.35972 5.31876  0.42
H11 0.60340 1.21747 -4.40801  0.40
H12 4.49861 -0.69328 0.37704  0.40
H13 -0.82080 -4.15643 -3.22861  -0.02
H14 1.06007 1.62625 -9.53160  0.44
H15 -0.10649 2.00797 -1.97743  0.45
H16 -1.74717 -4.92998 1.77189  0.64
H17 0.03310 3.18521 7.84662  0.45
H18 1.64513 -5.59137 -3.71526  0.53
H19 -1.01845 -5.33563 0.24096  0.25
H20 1.96492 -2.66184 -5.60385  0.73
H21 -0.15993 2.02789 -7.42948  0.47
H22 -3.50710 3.84482 5.96060  0.41
H23 -1.56767 -1.71477 1.43451  0.16
H24 -1.96092 -2.96983 -0.95836  -0.33
H25 0.71356 -5.98777 -0.21415  0.27
H26 -2.72426 2.75358 7.08762  0.42
H27 1.53629 -3.85341 -3.89623  0.22
H28 -1.96430 3.57004 9.20022  0.38
H29 3.07041 1.59799 -2.32727  0.56
H30 -3.76708 6.16844 6.50037  0.36
H31 -2.24777 -4.05732 0.37095  0.41
H32 0.18719 6.83976 7.59472  0.38
H33 -0.61601 -5.86171 -2.87110  0.59
H34 -3.72322 -1.41869 -0.75391  0.59
H35 2.52213 -2.33865 -2.57306  1.18
H36 -2.36894 5.23580 9.69488  0.37
H37 1.43518 -6.68468 -1.64960  0.51
H38 2.89470 1.99824 0.09697  0.43
H39 -1.78537 3.64077 -2.74558  0.54
H40 0.98437 -0.99954 1.22289  0.43
H41 -3.52073 -1.93252 -2.44705  0.50
H42 -1.12629 7.12356 8.76851  0.37
H43 2.96424 -1.79735 -7.80912  0.51
H44 -1.29282 -4.82016 -1.64905  0.24
H45 -1.62916 -2.85962 2.76753  0.47
H46 2.37205 -5.57552 -0.65616  0.38
H47 1.28296 1.28725 0.11470  0.31
H48 2.84945 -4.57539 -2.93855  0.44
H49 1.24298 -5.03105 1.63501  0.31
H50 -4.14491 2.87526 -3.09512  0.50
H51 4.69950 -0.96133 -1.35932  0.36
H52 2.63020 -1.30167 -4.66169  0.43
H53 -0.06639 5.09084 9.26710  0.34
H54 4.90436 0.65677 -0.68576  0.47
H55 -2.02154 6.10294 4.85260  0.41
H56 2.52784 0.71201 1.23654  0.41
H57 1.53573 -3.49188 2.45067  0.37

Properties
2S+1: 1
Lowest unoccupied orbital energy, eV: -11.96
E_tot, Eh: -3195.8640
Charge: +4
E_HOMO, eV: -16.537
Orbital gap, eV: 4.6
Max |F|, hartree/bohr: 0.016
Energy above the lowest of the compared OMol25 structures with the same formula, charge and spin, kJ/mol: 54.48

4.
ORCA calculation (wB97M-V/def2-TZVPD) on a molecular structure, H22KrO11 at a distorted geometry.

Last column: Mulliken charge in e.
CARTESIAN COORDINATES (ANGSTROEM)
Kr1 1.70605 11.80834 -19.08758  -0.01
O1 -0.67779 14.17327 -20.40496  -0.66
O2 3.86955 8.15517 -18.94591  -0.62
O3 1.49825 15.30243 -18.50304  -0.65
O4 2.48596 9.38120 -16.77922  -0.65
O5 4.35306 11.55380 -16.72767  -0.64
O6 0.81228 12.23494 -22.05989  -0.68
O7 3.48080 12.94955 -21.63394  -0.68
O8 5.36886 12.40600 -19.07639  -0.67
O9 0.09358 14.01803 -16.39674  -0.65
O10 4.29099 14.85438 -17.92192  -0.66
O11 2.35733 9.97838 -23.15373  -0.63
H1 4.22901 12.80485 -22.21316  0.28
H2 1.60238 9.05054 -16.94103  0.31
H3 4.81666 15.18891 -17.19530  0.28
H4 -0.55160 14.60479 -21.25000  0.34
H5 4.79809 14.11929 -18.26649  0.38
H6 -0.50086 14.76372 -16.31410  0.28
H7 0.66642 14.24770 -17.12841  0.41
H8 1.49405 16.07241 -17.93440  0.28
H9 1.73707 12.48187 -22.05481  0.51
H10 2.82439 8.82730 -16.07573  0.29
H11 3.20678 8.66947 -18.48498  0.35
H12 2.37603 14.93428 -18.40203  0.37
H13 1.61706 10.44051 -22.76045  0.33
H14 4.30635 11.93909 -15.85268  0.30
H15 4.71142 12.69043 -19.71129  0.36
H16 0.10014 14.40598 -19.89812  0.33
H17 3.21535 13.85298 -21.80593  0.33
H18 3.62843 7.24472 -18.77513  0.29
H19 3.59248 10.97463 -16.77578  0.33
H20 0.46729 12.57975 -21.23628  0.21
H21 2.49595 9.22024 -22.58607  0.30
H22 4.87546 12.25932 -18.26937  0.33

Properties
2S+1: 1
Lowest unoccupied orbital energy, eV: -0.05
E_tot, Eh: -3594.4503
Charge: 0
E_HOMO, eV: -10.668
Orbital gap, eV: 10.6
Max |F|, hartree/bohr: 0.020
Energy above the lowest of the compared OMol25 structures with the same formula, charge and spin, kJ/mol: 42.41

Q: Which value of 2S+1 does entry 4 give?
A: 1